Entry from the Open Molecules 2025 dataset: C19H32N2O3 in the gas phase (ωB97M-V with the def2-TZVPD basis set).

Structure (ORCA input):
```
! wB97M-V def2-TZVPD RIJCOSX def2/J DEFGRID3
* xyz 0 1
C -5.437 -1.439 -1.232
C -5.555 -1.093 0.248
C -6.027 0.340 0.494
C -5.059 1.403 -0.035
N -3.744 1.295 0.552
C -2.684 0.812 -0.131
O -2.663 0.578 -1.315
O -1.631 0.650 0.704
C -0.404 0.215 0.097
C 0.377 1.416 -0.446
C 1.380 1.930 0.579
C 2.218 3.080 0.013
C 3.299 2.359 -0.781
N 3.488 1.111 -0.062
C 4.647 0.433 -0.181
O 5.515 0.778 -0.961
C 4.761 -0.782 0.712
C 3.878 -1.938 0.233
C 2.393 -1.610 -0.062
C 1.625 -2.933 0.104
C 2.233 -1.198 -1.528
C 1.891 -0.590 0.998
C 0.369 -0.512 1.194
C 2.443 0.864 0.916
H -6.365 -1.212 -1.753
H -5.229 -2.500 -1.352
H -4.628 -0.883 -1.696
H -6.266 -1.773 0.723
H -4.586 -1.243 0.730
H -6.994 0.492 0.009
H -6.165 0.490 1.568
H -5.460 2.399 0.177
H -4.927 1.299 -1.112
H -3.657 1.366 1.553
H -0.675 -0.455 -0.727
H 0.898 1.132 -1.357
H -0.332 2.205 -0.702
H 0.844 2.238 1.478
H 1.630 3.755 -0.605
H 2.666 3.652 0.826
H 4.248 2.898 -0.823
H 2.981 2.162 -1.811
H 4.506 -0.500 1.735
H 5.802 -1.107 0.697
H 4.321 -2.354 -0.674
H 3.919 -2.715 1.001
H 1.585 -3.240 1.147
H 2.130 -3.715 -0.458
H 0.612 -2.852 -0.281
H 1.193 -1.001 -1.766
H 2.831 -0.332 -1.785
H 2.562 -2.021 -2.160
H 2.259 -1.009 1.943
H 0.187 0.043 2.118
H -0.051 -1.505 1.337
H 2.848 1.112 1.912
*
```

Values from the calculation:
- Relative energy (zero: lowest compared OMol25 entry of this formula, charge and spin): 27.2 kJ/mol
- E_LUMO: 0.02189 hartree
- Gap between HOMO and LUMO: 9.58 eV
- Structure (SMILES): CCCCNC(=O)O[C@H]1C[C@@H]2CCN3C(=O)CCC(C)(C)[C@H](C1)[C@H]23

Here are the Löwdin charges for atoms 1 to 8, given in e:
1. C -0.103
2. C -0.261
3. C -0.199
4. C -0.185
5. N 0.083
6. C -0.575
7. O 0.094
8. O 0.030

***

Entry from the Open Molecules 2025 dataset: a 2-piece molecular cluster, C4H12N4 overall in a non-equilibrium geometry (ωB97M-V with the def2-TZVPD basis set).

Structure (ORCA input):
```
! wB97M-V def2-TZVPD RIJCOSX def2/J DEFGRID3
* xyz 2 1
C 1.158 -1.436 0.184
C -0.211 -1.038 -0.008
C -0.916 -0.084 -0.754
C 3.657 1.200 0.091
N -3.671 -0.072 0.469
N 2.057 -0.447 -0.285
N -4.678 0.583 0.136
N 2.844 0.111 0.491
H 1.335 -1.789 1.215
H 1.258 -2.325 -0.469
H -0.468 0.896 -0.952
H -1.953 0.034 -0.363
H -1.018 -0.590 -1.730
H 4.707 0.979 0.308
H 3.535 1.389 -0.975
H 3.408 2.098 0.665
H -3.813 -1.091 0.480
H -5.590 0.190 -0.134
H -4.597 1.604 0.160
H 2.957 -0.211 1.471
*
```

Values from the calculation:
- Relative energy (zero: lowest compared OMol25 entry of this formula, charge and spin): 686.1 kJ/mol
- E_LUMO (spin up / spin down): -0.36242 / -0.36259 hartree
- Gap between HOMO and LUMO (spin up / spin down): 5.33 / 5.32 eV

Here are the Löwdin charges for atoms 1 to 8, given in e:
1. C -0.219
2. C 0.056
3. C -0.122
4. C 0.009
5. N 0.222
6. N 0.135
7. N 0.215
8. N 0.007

***

Entry from the Open Molecules 2025 dataset: C19H19BrN2O4 in the gas phase (ωB97M-V with the def2-TZVPD basis set).

Structure (ORCA input):
```
! wB97M-V def2-TZVPD RIJCOSX def2/J DEFGRID3
* xyz 0 1
C -4.668 -0.290 -2.541
O -3.633 0.007 -1.634
C -3.925 0.686 -0.504
C -5.170 1.236 -0.208
C -5.358 1.956 0.958
C -4.315 2.151 1.847
C -3.074 1.612 1.563
C -2.866 0.879 0.401
C -1.549 0.238 0.152
O -1.391 -0.908 -0.205
N -0.485 1.080 0.380
C 0.837 0.660 0.334
C 1.841 1.531 0.149
C 3.264 1.243 0.129
C 4.107 2.087 -0.600
C 5.466 1.859 -0.668
C 6.003 0.779 0.013
Br 7.878 0.453 -0.075
C 5.198 -0.059 0.767
C 3.838 0.176 0.825
C 1.021 -0.817 0.591
O 0.853 -1.276 1.706
N 1.463 -1.514 -0.471
C 1.697 -2.948 -0.431
C 0.445 -3.758 -0.036
O 0.383 -3.999 1.341
H -4.206 -0.886 -3.325
H -5.463 -0.872 -2.065
H -5.092 0.620 -2.979
H -6.001 1.101 -0.881
H -6.333 2.369 1.172
H -4.469 2.709 2.756
H -2.262 1.728 2.266
H -0.663 2.066 0.512
H 1.580 2.569 -0.031
H 3.687 2.929 -1.130
H 6.106 2.513 -1.240
H 5.632 -0.883 1.312
H 3.225 -0.457 1.444
H 1.421 -1.072 -1.374
H 2.052 -3.247 -1.417
H 2.480 -3.154 0.307
H -0.448 -3.222 -0.385
H 0.481 -4.741 -0.511
H 0.414 -3.132 1.784
*
```

Values from the calculation:
- Relative energy (zero: lowest compared OMol25 entry of this formula, charge and spin): 164.2 kJ/mol
- E_LUMO: 0.00767 hartree
- Gap between HOMO and LUMO: 8.48 eV
- Structure (SMILES): COc1ccccc1C(=O)N/C(=C/c1ccc(Br)cc1)C(=O)NCCO

Here are the Löwdin charges for atoms 1 to 8, given in e:
1. C -0.071
2. O -0.065
3. C -0.216
4. C -0.012
5. C -0.074
6. C -0.085
7. C -0.028
8. C -0.065

***

Entry from the Open Molecules 2025 dataset: a 2-piece molecular cluster, CH6N2 overall in a non-equilibrium geometry (ωB97M-V with the def2-TZVPD basis set).

Structure (ORCA input):
```
! wB97M-V def2-TZVPD RIJCOSX def2/J DEFGRID3
* xyz 0 1
C 1.400 -1.514 -0.272
N 1.182 -0.479 -0.935
H 2.184 -2.207 -0.554
H 0.846 -1.808 0.637
H 0.431 0.122 -0.606
N -1.243 1.351 0.414
H -1.675 1.418 -0.501
H -1.237 2.289 0.806
H -1.888 0.827 1.009
*
```

Values from the calculation:
- Relative energy (zero: lowest compared OMol25 entry of this formula, charge and spin): 56.1 kJ/mol
- E_LUMO: 0.03601 hartree
- Gap between HOMO and LUMO: 10.36 eV
- Structure (SMILES): C=N.N

Here are the Löwdin charges for atoms 1 to 8, given in e:
1. C -0.171
2. N 0.018
3. H 0.046
4. H 0.060
5. H -0.015
6. N 0.006
7. H 0.018
8. H 0.016